This record from OMol25 describes a structure of composition C39H36BCl3FN5O6PTl. The level of theory is ωB97M-V with the def2-TZVPD basis set.

Last column: Mulliken charge in e.
CARTESIAN COORDINATES (ANGSTROEM)
1 Tl -0.540 -0.566 1.388  2.925
2 O -1.131 -4.067 3.800  -0.804
3 C -1.358 -3.056 3.148  0.316
4 O -0.732 -2.712 2.078  -0.313
5 C -2.509 -2.135 3.575  -1.166
6 P -3.099 -1.209 2.129  1.013
7 C -4.409 -0.122 2.765  0.336
8 C -4.141 1.236 2.903  -0.393
9 C -5.097 2.080 3.459  -0.614
10 C -6.315 1.568 3.876  -0.413
11 C -6.592 0.213 3.730  -0.680
12 C -5.643 -0.629 3.176  -0.369
13 C -4.010 -2.412 1.116  0.190
14 C -3.873 -3.788 1.268  -0.615
15 C -4.538 -4.654 0.409  -0.680
16 C -5.339 -4.157 -0.606  -0.491
17 C -5.476 -2.784 -0.767  -0.590
18 C -4.812 -1.919 0.086  -0.165
19 H -2.080 -1.379 4.238  0.526
20 H -3.286 -2.701 4.090  0.437
21 H -3.205 1.643 2.543  0.226
22 H -4.868 3.135 3.534  0.469
23 H -7.060 2.227 4.306  0.369
24 H -7.548 -0.187 4.045  0.371
25 H -5.863 -1.684 3.052  0.374
26 H -3.239 -4.200 2.043  0.260
27 H -4.413 -5.723 0.533  0.395
28 H -5.850 -4.837 -1.278  0.350
29 H -6.084 -2.386 -1.570  0.389
30 H -4.906 -0.848 -0.055  0.360
31 Cl 0.801 -5.876 -4.371  -0.292
32 C 0.477 -4.199 -3.974  0.283
33 C -0.413 -3.882 -2.961  -0.662
34 C -0.677 -2.556 -2.679  -0.361
35 Cl -1.784 -2.213 -1.377  0.248
36 C -0.106 -1.438 -3.384  0.090
37 O -0.394 -0.245 -3.173  -0.891
38 C 0.833 -1.874 -4.387  0.532
39 Cl 1.634 -0.630 -5.310  -0.255
40 C 1.114 -3.190 -4.680  -0.711
41 H -0.901 -4.657 -2.386  0.462
42 H 1.820 -3.428 -5.464  0.425
43 N -0.935 2.078 -1.296  0.143
44 C -1.552 2.397 -0.134  0.496
45 O -2.009 1.498 0.613  -0.344
46 C -1.647 3.792 0.204  0.122
47 C -1.102 4.780 -0.636  -0.097
48 N -0.638 5.559 -1.359  -0.744
49 C -2.321 4.192 1.373  0.182
50 N -2.887 4.538 2.321  -0.774
51 H -0.491 2.795 -1.845  0.147
52 H -0.874 1.126 -1.647  0.167
53 C 3.558 -4.532 -1.816  -1.138
54 C 3.091 -3.810 -0.599  0.544
55 C 3.514 -3.836 0.713  -1.278
56 C 2.657 -2.946 1.399  0.585
57 N 1.783 -2.412 0.565  0.157
58 N 2.056 -2.950 -0.633  0.502
59 C 2.604 -2.604 2.852  -1.195
60 H 4.510 -5.023 -1.617  0.339
61 H 3.692 -3.846 -2.654  0.269
62 H 2.841 -5.291 -2.133  0.136
63 H 4.319 -4.425 1.119  0.392
64 H 1.518 -2.666 -1.440  -0.059
65 H 3.323 -3.200 3.416  0.331
66 H 1.605 -2.799 3.242  0.139
67 H 2.827 -1.550 3.022  0.203
68 F -0.445 -0.108 3.492  -0.873
69 C 5.384 5.305 -2.393  -2.210
70 C 4.556 5.116 -1.122  2.280
71 C 5.503 5.208 0.083  -1.681
72 C 3.532 6.257 -1.048  -1.671
73 C 3.829 3.771 -1.094  0.615
74 C 3.972 2.822 -2.105  -0.371
75 C 3.293 1.600 -2.095  -1.679
76 C 2.467 1.366 -1.026  0.495
77 O 1.671 0.281 -0.765  -0.078
78 B 1.009 0.601 0.400  -0.500
79 O 1.430 1.814 0.919  -0.764
80 C 2.321 2.295 -0.008  0.367
81 C 2.983 3.496 -0.011  -1.034
82 H 5.862 6.287 -2.370  0.438
83 H 4.764 5.254 -3.288  0.440
84 H 6.171 4.553 -2.478  0.417
85 H 6.022 6.170 0.087  0.455
86 H 6.249 4.411 0.048  0.360
87 H 4.959 5.114 1.023  0.326
88 H 4.043 7.223 -1.085  0.454
89 H 2.951 6.221 -0.127  0.330
90 H 2.828 6.204 -1.879  0.392
91 H 4.613 3.030 -2.949  0.414
92 H 3.382 0.883 -2.898  0.502
93 H 2.826 4.202 0.792  0.466

Summary:
- HOMO (eV) = -2.813
- charge = -2
- ΔE to the lowest compared entry with this formula, charge and spin (kcal/mol) = 40.8
- E_LUMO (Ha) = 0.1423

This record from OMol25 describes an isolated molecule of C6H8. The level of theory is ωB97M-V with the def2-TZVPD basis set.

Last column: Mulliken charge in e.
CARTESIAN COORDINATES (ANGSTROEM)
1 C -2.606 -1.136 1.282  0.155
2 C -1.599 -0.481 1.171  -0.491
3 C -0.422 0.379 1.011  -0.393
4 C 0.867 -0.288 0.625  -0.499
5 C 1.575 0.543 -0.358  -0.292
6 C 0.762 -0.170 -1.493  -0.924
7 H -3.485 -1.732 1.387  0.412
8 H -0.699 1.288 0.443  0.247
9 H -0.093 0.724 2.008  0.258
10 H 0.326 -1.119 -1.125  0.317
11 H 2.643 0.341 -0.451  0.316
12 H 1.395 1.633 -0.354  0.245
13 H -0.072 0.452 -1.815  0.284
14 H 1.409 -0.433 -2.331  0.366

Summary:
- HOMO (eV) = -8.527
- ΔE to the lowest compared entry with this formula, charge and spin (kcal/mol) = 108.0
- E_LUMO (Ha) = 0.0249

This record from OMol25 describes a structure of composition C18H28N2O6V in a non-equilibrium geometry. The level of theory is ωB97M-V with the def2-TZVPD basis set.

Last column: Mulliken charge in e.
CARTESIAN COORDINATES (ANGSTROEM)
1 V 0.065 -0.013 0.141  0.860
2 C 0.552 -2.861 -0.698  -0.730
3 C 0.521 -2.053 -2.022  -0.694
4 O -0.156 -0.788 -1.888  -0.393
5 C -1.522 -0.760 -2.346  -0.605
6 C -2.448 -1.575 -1.460  -0.609
7 O -2.401 -1.128 -0.107  -0.166
8 C -3.568 -0.447 0.340  -0.679
9 C -3.575 0.982 -0.168  -0.756
10 O -2.286 1.499 0.125  -0.067
11 C -1.993 2.720 -0.532  -0.591
12 C -0.705 3.270 0.094  -0.761
13 O 0.082 2.212 0.656  -0.326
14 C 0.260 2.234 2.085  -0.806
15 C -0.453 1.067 2.746  -0.449
16 O 0.167 -0.109 2.193  -0.055
17 C -0.402 -1.375 2.567  -0.521
18 C 0.265 -2.429 1.694  -0.634
19 O 0.087 -1.998 0.341  0.154
20 H 1.573 -3.185 -0.484  0.387
21 H -0.090 -3.743 -0.745  0.420
22 H 0.054 -2.634 -2.815  0.582
23 H 1.538 -1.822 -2.331  0.336
24 H -1.575 -1.130 -3.373  0.500
25 H -1.802 0.293 -2.336  0.083
26 H -2.148 -2.626 -1.472  0.277
27 H -3.462 -1.513 -1.862  0.619
28 H -3.531 -0.456 1.430  0.277
29 H -4.473 -0.970 0.023  0.553
30 H -4.349 1.561 0.342  0.502
31 H -3.770 1.018 -1.246  0.370
32 H -2.808 3.436 -0.398  0.504
33 H -1.871 2.547 -1.607  0.345
34 H -0.943 4.000 0.865  0.432
35 H -0.104 3.764 -0.669  0.321
36 H -0.082 3.173 2.514  0.639
37 H 1.332 2.137 2.273  0.265
38 H -1.517 1.071 2.501  0.154
39 H -0.316 1.098 3.828  0.515
40 H -1.478 -1.365 2.376  0.133
41 H -0.222 -1.591 3.621  0.525
42 H -0.203 -3.401 1.856  0.475
43 H 1.332 -2.505 1.923  0.338
44 N 7.158 0.461 -1.601  -0.341
45 C 6.065 0.449 -1.249  -0.343
46 C 4.690 0.411 -0.858  0.615
47 C 3.700 0.769 -1.775  -0.775
48 C 2.378 0.683 -1.399  -0.441
49 N 1.982 0.230 -0.194  0.557
50 C 2.945 -0.068 0.697  -0.361
51 C 4.293 0.011 0.416  -0.883
52 H 3.977 1.115 -2.761  0.556
53 H 1.599 0.962 -2.097  0.557
54 H 2.618 -0.391 1.675  0.590
55 H 5.024 -0.237 1.173  0.542

Summary:
- HOMO (spin up / spin down) (eV) = -14.206 / -16.327
- charge = +2
- ΔE to the lowest compared entry with this formula, charge and spin (kcal/mol) = 0.0
- spin multiplicity = 4
- E_LUMO (spin up / spin down) (Ha) = -0.2264 / -0.2346

This record from OMol25 describes a cluster of 2 separate species, C3H5NO3 in total in a non-equilibrium geometry. The level of theory is ωB97M-V with the def2-TZVPD basis set.

Last column: Mulliken charge in e.
CARTESIAN COORDINATES (ANGSTROEM)
1 C -0.171 1.004 -0.157  0.025
2 C 1.694 -0.567 0.161  -0.944
3 C 0.629 -0.073 -0.641  -0.152
4 N -2.185 -0.182 0.234  0.783
5 O -0.148 1.420 0.998  -0.570
6 O -2.927 -0.296 -0.689  -0.444
7 O -2.100 -0.316 1.386  -0.368
8 H -0.802 1.431 -1.025  0.308
9 H 1.982 0.371 0.650  0.298
10 H 1.284 -1.079 1.028  0.260
11 H 2.363 -1.204 -0.367  0.351
12 H 0.381 -0.509 -1.579  0.453

Summary:
- HOMO (spin up / spin down) (eV) = -9.679 / -9.004
- ΔE to the lowest compared entry with this formula, charge and spin (kcal/mol) = 166.1
- E_LUMO (spin up / spin down) (Ha) = -0.0440 / -0.0399